(1)
{
  "formula": "C33H44IrN4P2",
  "method": "the ωB97M-V functional and the def2-TZVPD basis",
  "symbols": ["C", "H", "Ir", "C", "C", "C", "H", "C", "C", "H", "H", "P", "H", "H", "H", "H", "H", "H", "H", "H", "H", "N", "H", "H", "C", "H", "C", "H", "C", "H", "C", "H", "N", "H", "H", "N", "C", "H", "C", "H", "C", "C", "H", "C", "H", "C", "H", "H", "H", "C", "H", "H", "H", "C", "C", "C", "C", "H", "C", "C", "N", "H", "H", "H", "C", "H", "C", "H", "H", "C", "C", "H", "P", "C", "H", "H", "C", "C", "C", "H", "H", "C", "H", "C"],
  "coordinates": [[-1.776, 2.511, -8.084], [-2.931, 4.028, -6.900], [0.089, -1.390, -4.136], [0.592, -1.083, -2.359], [-0.227, -3.403, -4.181], [-2.636, 2.022, -6.039], [-3.511, -3.194, -5.814], [0.941, 3.042, -1.583], [-0.735, -1.433, -6.834], [-1.978, 2.278, 0.884], [-4.139, 0.523, -7.692], [-1.771, -0.715, -5.513], [-1.286, -1.548, -7.772], [1.932, -2.712, 0.727], [0.383, -3.694, -3.314], [-1.543, 4.914, 0.048], [0.127, 1.198, 0.479], [1.863, 2.957, -0.991], [2.624, -1.497, -8.469], [-0.964, 0.474, -8.372], [0.601, 5.067, -0.973], [-3.516, -1.178, -6.505], [-5.915, -1.173, -8.824], [1.115, 0.714, 1.865], [5.227, 0.436, -5.745], [0.080, -3.921, -5.092], [-1.746, 2.757, -0.070], [-0.399, 3.990, 1.016], [-0.568, 2.526, -3.470], [-2.541, 1.835, -3.146], [3.114, -3.680, -8.394], [-0.668, -1.264, 1.886], [2.471, -2.512, -6.557], [5.013, 1.670, -7.630], [-3.192, 2.001, -5.105], [3.025, -0.110, -5.680], [-4.999, -2.664, -7.414], [0.979, -0.576, -7.868], [-5.203, -1.407, -8.045], [-1.462, 2.998, -8.992], [4.573, 1.046, -6.869], [2.758, -3.817, -6.150], [-5.534, -3.579, -7.611], [-2.528, 3.034, -6.994], [3.307, -3.940, -9.424], [4.275, -0.285, -5.038], [2.949, -1.255, 0.743], [-1.281, -3.624, -3.947], [3.403, -5.599, -7.268], [0.553, -0.602, -6.869], [1.908, 1.041, 0.315], [6.271, 0.539, -5.507], [-0.602, 3.371, -4.187], [0.863, -0.919, -1.151], [-3.961, -2.488, -6.491], [-0.927, 3.993, 0.047], [1.963, -1.653, 0.990], [4.348, -0.854, -4.123], [0.839, -0.857, 0.337], [-4.281, -0.521, -7.465], [-1.912, 0.907, -6.472], [0.407, 0.444, -6.568], [1.834, -1.580, 2.074], [1.601, 2.162, -3.413], [-2.191, 2.190, -1.200], [-2.819, 1.291, -1.109], [3.145, -4.553, -7.256], [-0.626, 4.346, -2.007], [2.663, -4.106, -5.114], [0.018, 4.152, -1.145], [-1.499, 1.188, -7.777], [2.415, 0.987, -7.453], [1.719, -1.231, -5.616], [1.007, 0.606, 0.773], [-0.534, -2.446, -6.450], [-2.375, 3.566, -2.824], [2.740, -2.429, -7.936], [-0.514, -1.408, 0.808], [-1.919, 2.580, -2.629], [-1.323, -0.882, 0.285], [-0.580, -2.486, 0.599], [0.775, 2.562, -2.810], [-0.635, 1.619, -4.095], [3.240, 0.699, -6.815]],
  "lumo_energy_ev": [-7.3, -9.6],
  "homo_ha": [-0.47472, -0.48034],
  "total_charge": 2,
  "multiplicity": 6
}


(2)
{
  "formula": "C33H44N10O5PrS3",
  "method": "the ωB97M-V functional and the def2-TZVPD basis",
  "symbols": ["O", "H", "H", "C", "C", "N", "C", "H", "H", "C", "C", "C", "H", "C", "N", "H", "H", "C", "C", "N", "H", "H", "O", "C", "H", "C", "H", "C", "O", "N", "H", "H", "C", "C", "H", "C", "Pr", "H", "H", "C", "H", "H", "C", "H", "H", "H", "H", "H", "C", "S", "C", "S", "H", "S", "C", "H", "O", "H", "N", "H", "N", "C", "C", "C", "C", "C", "N", "H", "C", "N", "C", "C", "H", "H", "H", "H", "C", "C", "N", "H", "H", "H", "H", "H", "H", "C", "H", "H", "H", "N", "H", "H", "H", "C", "O", "C"],
  "coordinates": [[-0.999, -1.583, 1.853], [0.687, -3.460, 2.578], [-3.810, 3.050, 1.479], [6.310, -2.231, -1.497], [-3.094, 4.333, -3.735], [2.663, 3.077, 1.151], [-3.457, 3.045, -4.100], [6.858, -6.255, -1.455], [4.100, -2.262, -0.161], [-2.266, -1.888, -3.827], [0.534, 1.905, 3.757], [-6.208, 1.200, -0.061], [-2.692, -2.199, -4.794], [-1.077, -2.802, 1.639], [-1.128, -1.178, -1.363], [-0.524, -0.834, -4.638], [-3.823, -2.841, -2.644], [-0.573, -0.801, -2.512], [-5.869, 2.988, 2.068], [7.781, -3.724, -3.286], [-6.425, 0.472, -0.817], [-3.743, -2.919, -0.130], [1.961, 0.394, -0.216], [-2.969, 4.694, -2.379], [0.287, -0.125, -2.372], [-2.540, 0.245, 3.433], [7.582, -6.235, -3.021], [-2.227, -1.959, -1.418], [-2.394, 1.263, 0.367], [7.252, -5.702, -2.216], [3.800, -0.498, 2.906], [1.634, 2.377, -1.919], [6.092, -1.533, -0.170], [-3.394, 2.365, -1.837], [-3.830, 0.651, 2.004], [-1.094, -1.121, -3.747], [-0.214, 0.402, 0.842], [-3.837, 1.028, -3.456], [7.591, -2.731, -3.455], [2.424, -0.535, 0.522], [-5.755, 3.687, 2.876], [0.173, 2.201, -2.907], [-7.321, 1.625, 0.687], [6.297, -0.468, -0.404], [7.259, -1.796, -1.820], [4.285, 0.337, 0.120], [-4.427, -0.458, 3.209], [-3.045, 5.119, -4.493], [-4.766, 2.575, 1.293], [-3.544, 1.040, -0.602], [0.590, 2.663, -2.019], [2.432, 3.512, 3.853], [-0.763, -3.909, 3.499], [-2.296, -0.479, 4.990], [4.733, -1.664, 0.502], [-1.951, -4.281, 0.491], [-0.160, 2.244, -0.855], [-2.743, 5.683, -2.053], [-1.841, -3.259, 0.646], [5.551, -2.014, -2.257], [-3.626, -0.068, 2.707], [-0.335, -3.804, 2.482], [-4.945, 1.676, 0.280], [-0.584, 1.018, 3.998], [2.023, 2.804, 2.324], [-2.850, -2.299, -2.621], [0.983, 2.012, 2.425], [6.906, -1.903, 0.489], [-3.086, 3.671, -1.426], [4.029, 0.184, 2.187], [1.205, 2.634, 4.636], [7.163, -4.361, -2.282], [-0.227, 0.306, 6.016], [-2.844, 3.851, -0.401], [8.482, -4.161, -3.842], [-2.861, -1.477, 0.543], [-0.799, 0.320, 5.098], [3.931, -0.388, 0.852], [-1.526, 0.971, 3.007], [0.553, 3.718, -2.097], [-7.989, 2.865, 2.298], [0.912, 2.870, 5.667], [-3.625, 2.884, -5.152], [2.561, 2.327, 0.471], [3.561, 3.489, 1.258], [-3.529, 2.026, -3.156], [4.872, -2.258, 1.369], [-8.287, 1.210, 0.426], [4.923, 0.574, 2.390], [6.471, -3.677, -1.383], [-0.375, -4.803, 2.022], [-0.994, 2.737, -0.882], [6.034, -4.113, -0.568], [-2.765, -2.382, -0.079], [1.711, -1.397, 1.072], [-7.155, 2.513, 1.741]],
  "lumo_energy_ev": [-6.1, -6.1],
  "homo_ha": [-0.51902, -0.51902],
  "total_charge": 3,
  "multiplicity": 3
}


(3)
{
  "formula": "C33H44N3O2",
  "method": "the ωB97M-V functional and the def2-TZVPD basis",
  "symbols": ["H", "H", "H", "H", "C", "H", "C", "H", "O", "H", "N", "H", "C", "H", "H", "H", "C", "C", "H", "H", "C", "H", "C", "H", "C", "H", "C", "O", "C", "C", "C", "H", "H", "C", "C", "H", "C", "H", "H", "N", "C", "C", "H", "H", "C", "H", "H", "H", "H", "H", "H", "H", "C", "C", "C", "H", "H", "H", "H", "C", "N", "C", "H", "H", "C", "C", "C", "H", "C", "C", "H", "C", "C", "C", "C", "H", "H", "H", "C", "H", "H", "H"],
  "coordinates": [[-4.519, 0.037, -2.096], [2.089, 3.659, 4.799], [-4.798, -2.144, -1.357], [-5.294, -0.844, 5.841], [2.815, 1.488, 1.462], [0.849, 0.709, 1.887], [0.120, -0.666, -3.787], [2.567, -1.816, -8.447], [-1.939, -2.144, -5.573], [0.438, -1.305, 1.513], [3.162, 2.094, 2.622], [1.876, -0.953, -0.128], [2.444, 1.767, 3.855], [5.263, 2.013, 2.604], [0.871, 0.355, -0.768], [-5.040, 0.157, 7.314], [-3.363, -0.020, 3.790], [4.696, 3.682, 3.843], [0.473, -0.698, 3.976], [-3.567, -3.423, -1.591], [-4.435, -1.891, -4.269], [-5.144, 0.946, 5.699], [-2.713, -0.106, 5.044], [-2.989, 0.655, -2.812], [1.605, -2.126, -5.191], [-5.063, -2.669, -3.817], [4.145, 3.150, 5.160], [-3.367, -0.073, 6.234], [1.759, 0.142, -0.162], [2.683, 2.758, 4.997], [1.686, 0.733, 1.198], [2.299, 2.310, 5.919], [1.680, -2.801, -4.334], [-2.616, -0.134, 2.630], [-1.996, -1.953, -4.362], [4.231, 4.651, 3.628], [-1.245, -0.974, 0.210], [0.832, -0.501, -2.961], [4.753, 1.262, 0.414], [-1.495, -1.593, -2.112], [2.210, -2.446, -6.409], [-0.775, -1.531, -0.972], [-3.145, 0.007, 1.686], [0.243, -1.933, -1.044], [0.810, -0.039, -6.132], [4.738, 2.298, 5.509], [-3.127, 0.404, -1.060], [1.365, 1.742, 3.649], [4.548, 3.381, 1.754], [-4.951, -0.927, -4.173], [-4.445, 0.110, 3.729], [2.750, -3.387, -6.509], [-1.235, -0.468, 2.637], [-3.730, -2.380, -1.292], [3.720, 1.604, 0.242], [3.698, -0.052, -1.189], [-0.834, -0.330, 6.055], [-0.272, -2.760, -3.366], [5.773, 3.849, 3.915], [-0.824, -1.803, -3.399], [-3.145, -1.850, -3.624], [-3.422, 0.008, -2.036], [-3.406, -2.256, -0.255], [-0.477, 0.254, -3.893], [0.867, -0.948, -5.071], [-0.538, -0.821, 1.414], [2.102, -1.566, -7.494], [2.753, 1.348, -1.699], [-4.810, 0.055, 6.251], [3.028, 0.738, -0.829], [4.224, 3.932, 5.920], [-2.957, -1.446, -2.234], [-0.598, -0.494, 3.911], [1.411, -0.358, -7.349], [4.454, 2.764, 2.657], [1.324, 0.338, -8.186], [2.719, 0.749, 4.192], [-2.279, -0.641, 0.175], [-1.307, -0.298, 5.079], [3.808, 2.642, -0.116], [0.262, 0.895, -5.990], [-4.280, -2.116, -5.328]],
  "lumo_energy_ev": -4.4,
  "homo_ha": -0.35142,
  "total_charge": 1
}


| no. | E_tot (eV) |
| --- | --- |
| 1 | -62285.03867 |
| 2 | -106633.40470 |
| 3 | -43493.23700 |